--- one ---
The following is a DFT calculation (wB97M-V/def2-TZVPD) of 2 unconnected molecules or ions with the total composition CH6N3O.

Structure (XYZ):
```
11
Properties=species:S:1:pos:R:3
O 1.235 0.491 -1.262
N 1.247 -0.293 -0.082
N -1.778 -0.057 -0.373
N 1.375 0.331 0.996
C -0.844 -0.758 0.189
H -1.163 -1.555 0.786
H 1.868 -0.149 1.740
H -2.856 -0.021 -0.115
H 1.562 -0.040 -1.926
H -1.639 0.736 -1.017
H 0.993 1.315 1.063
```

Calculated values
- Lowest unoccupied orbital energy (spin up / spin down): -0.17317 / -0.17315 Eh
- Total charge: +1
- Orbital gap (spin up / spin down): 9.07 / 9.07 eV
- HOMO energy (spin up / spin down): -13.78 / -13.78 eV

Electronic structure analysis, Mulliken charges in units of e: -0.332, 0.049, -0.268, -0.184, -0.114, 0.328, 0.267, 0.300, 0.385, 0.290, 0.278

--- two ---
The following is a DFT calculation (wB97M-V/def2-TZVPD) of 2 unconnected molecules or ions with the total composition CH6N3O.

Structure (XYZ):
```
11
Properties=species:S:1:pos:R:3
O 1.953 0.746 0.216
N 2.964 0.641 -0.408
N -1.452 -0.870 0.787
N -0.923 0.169 0.107
C -0.204 0.149 -0.945
H 0.152 1.101 -1.354
H 2.949 -0.195 -1.132
H 0.166 -0.737 -1.552
H -1.912 -0.563 1.659
H -1.066 -1.724 0.664
H -1.414 1.121 0.400
```

Calculated values
- Lowest unoccupied orbital energy: -0.17636 Eh
- Total charge: +1
- Orbital gap: 8.69 eV
- HOMO energy: -13.49 eV

Electronic structure analysis, Mulliken charges in units of e: -0.218, 0.046, -0.509, 0.228, -0.266, 0.315, 0.220, 0.316, 0.286, 0.221, 0.362

The structure with the greatest stability is two.

--- one ---
The following is a DFT calculation (wB97M-V/def2-TZVPD) of 4 unconnected molecules or ions with the total composition C18H42N2O4.

Structure (XYZ):
```
66
Properties=species:S:1:pos:R:3
O -16.532 15.012 -6.239
O -15.339 14.779 -8.726
O -19.989 13.662 -3.828
O -17.436 16.158 -4.048
N -16.532 15.353 -9.109
N -19.201 13.468 -2.686
C -18.984 11.045 -3.286
C -17.653 12.047 -1.312
C -19.705 14.083 -1.428
C -17.950 17.375 -9.450
C -18.196 12.361 -2.738
C -18.692 14.138 -0.206
C -20.115 15.525 -1.828
C -18.894 16.551 -10.322
C -17.078 12.689 -3.671
C -15.764 17.458 -8.260
C -17.878 13.220 -9.025
C -18.940 15.084 -9.923
C -15.713 17.199 -10.649
C -17.100 14.064 -11.281
C -17.465 13.292 -0.418
C -16.492 16.838 -9.455
C -21.035 13.316 -0.929
C -17.552 14.482 -9.858
H -18.414 17.337 -8.465
H -20.743 13.076 -3.733
H -19.113 13.642 0.668
H -15.586 18.520 -8.426
H -16.955 12.698 -8.774
H -19.375 11.108 -4.301
H -18.233 11.382 -0.673
H -18.042 18.450 -9.600
H -14.860 14.884 -9.552
H -16.613 13.938 -0.628
H -16.570 13.624 -3.438
H -16.724 11.478 -1.321
H -21.282 13.807 0.012
H -16.384 11.849 -3.692
H -18.421 15.178 -0.025
H -19.593 14.966 -9.058
H -17.067 15.940 -4.904
H -18.227 13.627 -8.075
H -19.603 14.567 -10.617
H -20.511 16.133 -1.015
H -17.758 15.324 -3.706
H -18.416 10.116 -3.257
H -19.904 16.915 -10.135
H -19.910 11.014 -2.711
H -15.818 14.376 -6.200
H -14.882 16.505 -10.778
H -18.539 16.656 -11.347
H -16.377 17.322 -7.369
H -17.199 12.916 0.570
H -17.048 15.020 -11.803
H -16.131 13.572 -11.195
H -14.807 16.948 -8.146
H -19.276 16.018 -2.320
H -18.539 12.478 -9.472
H -17.916 13.441 -11.646
H -21.878 13.348 -1.620
H -15.277 18.198 -10.671
H -16.267 17.150 -11.586
H -20.730 12.278 -0.799
H -17.484 12.771 -4.679
H -16.555 15.291 -7.154
H -20.938 15.571 -2.542
```

Calculated values
- Lowest unoccupied orbital energy: 0.02017 Eh
- Total charge: 0
- Orbital gap: 8.34 eV
- HOMO energy: -7.79 eV

Electronic structure analysis, Mulliken charges in units of e: -0.817, -0.479, -0.463, -0.783, 1.496, 0.981, -1.744, -1.270, 1.038, -1.373, 1.358, -0.917, -1.786, -0.734, -1.885, -1.921, -1.936, -1.246, -1.452, -1.607, -0.797, 1.160, -1.738, 0.881, 0.394, 0.289, 0.329, 0.526, 0.397, 0.326, 0.400, 0.407, 0.331, 0.321, 0.416, 0.511, 0.484, 0.465, 0.329, 0.485, 0.441, 0.449, 0.410, 0.439, 0.263, 0.391, 0.465, 0.392, 0.207, 0.270, 0.314, 0.371, 0.463, 0.360, 0.315, 0.417, 0.396, 0.380, 0.445, 0.304, 0.433, 0.325, 0.425, 0.327, 0.275, 0.348

--- two ---
The following is a DFT calculation (wB97M-V/def2-TZVPD) of 4 unconnected molecules or ions with the total composition C18H42N2O4.

Structure (XYZ):
```
66
Properties=species:S:1:pos:R:3
O 18.172 13.347 20.915
O 20.877 15.595 12.059
O 20.939 16.810 18.887
O 19.108 14.757 18.506
N 17.597 12.145 20.406
N 20.658 14.384 12.743
C 19.868 11.367 19.885
C 19.457 12.188 12.676
C 16.376 9.693 19.570
C 20.075 13.257 10.531
C 15.532 11.587 21.783
C 19.619 13.573 11.985
C 19.441 12.267 14.252
C 19.470 15.342 14.753
C 18.748 10.365 21.817
C 18.203 14.244 11.966
C 17.892 9.946 19.467
C 15.595 11.038 19.479
C 22.007 14.951 14.664
C 20.620 13.060 14.804
C 20.645 14.460 14.233
C 15.491 13.412 19.996
C 18.515 10.954 20.403
C 16.118 12.058 20.446
H 19.553 15.392 15.839
H 15.675 14.270 20.643
H 20.352 11.985 20.641
H 16.234 9.102 20.475
H 19.511 9.607 21.639
H 15.941 9.009 18.843
H 21.837 15.573 12.080
H 18.590 12.770 14.710
H 20.879 12.960 15.858
H 17.522 13.975 12.773
H 21.991 15.083 15.746
H 15.549 11.373 18.442
H 22.318 15.860 14.149
H 21.144 13.052 10.573
H 19.427 16.302 14.239
H 20.050 14.132 9.882
H 19.785 11.982 18.989
H 18.562 11.623 12.413
H 18.456 14.999 14.547
H 14.541 10.770 19.559
H 17.812 10.296 18.438
H 17.930 9.857 22.328
H 17.656 14.127 11.031
H 19.158 14.440 19.408
H 20.465 10.471 19.715
H 19.592 12.389 10.082
H 18.268 14.431 18.184
H 14.456 11.763 21.764
H 21.340 16.207 19.513
H 18.364 13.068 21.814
H 20.216 11.441 12.444
H 18.137 15.332 11.929
H 15.681 10.558 22.108
H 18.409 8.991 19.370
H 19.227 11.040 22.526
H 19.474 11.246 14.632
H 16.067 12.017 22.630
H 20.111 16.392 18.648
H 22.803 14.248 14.420
H 15.973 13.717 19.068
H 14.403 13.481 19.994
H 21.458 12.500 14.390
```

Calculated values
- Lowest unoccupied orbital energy: 0.01365 Eh
- Total charge: 0
- Orbital gap: 8.38 eV
- HOMO energy: -8.01 eV

Electronic structure analysis, Mulliken charges in units of e: -0.469, -0.468, -0.634, -0.581, 0.552, 0.165, -1.590, -1.354, -0.879, -1.975, -1.734, 1.737, -0.701, -1.463, -1.630, -1.804, -1.255, -1.158, -2.000, -1.380, 1.814, -1.764, 1.365, 1.390, 0.173, 0.387, 0.375, 0.357, 0.444, 0.448, 0.370, 0.289, 0.506, 0.299, 0.362, 0.386, 0.473, 0.500, 0.362, 0.383, 0.173, 0.405, 0.327, 0.417, 0.238, 0.280, 0.446, 0.323, 0.463, 0.389, 0.268, 0.441, 0.269, 0.354, 0.441, 0.434, 0.292, 0.568, 0.414, 0.453, 0.341, 0.403, 0.436, 0.354, 0.395, 0.377

The structure with the greatest stability is two.

--- one ---
The following is a DFT calculation (wB97M-V/def2-TZVPD) of a gas-phase ion, CH5N2O (charge +1).

Structure (XYZ):
```
9
Properties=species:S:1:pos:R:3
O -0.946 -0.991 0.845
N -0.069 0.616 -0.768
N 0.469 -1.178 1.002
C -0.128 0.038 0.703
H 0.120 0.949 1.365
H -0.663 0.002 -1.376
H 0.909 0.803 -1.173
H 0.664 -1.820 0.230
H -0.357 1.581 -0.827
```

Calculated values
- Lowest unoccupied orbital energy: -0.15887 Eh
- Total charge: +1
- Orbital gap: 11.25 eV
- HOMO energy: -15.58 eV

Electronic structure analysis, Mulliken charges in units of e: -0.279, -0.424, -0.404, 0.349, 0.344, 0.378, 0.394, 0.285, 0.356

--- two ---
The following is a DFT calculation (wB97M-V/def2-TZVPD) of a gas-phase ion, CH5N2O (charge +1).

Structure (XYZ):
```
9
Properties=species:S:1:pos:R:3
O -1.382 -0.618 0.262
N -1.340 0.754 0.090
N 0.946 -0.176 0.082
C -0.430 -0.145 -0.572
H -0.447 -0.365 -1.633
H 1.708 0.172 -0.536
H 0.943 -1.257 0.264
H -0.836 1.351 1.088
H 0.839 0.284 0.956
```

Calculated values
- Lowest unoccupied orbital energy: -0.16281 Eh
- Total charge: +1
- Orbital gap: 10.91 eV
- HOMO energy: -15.34 eV

Electronic structure analysis, Mulliken charges in units of e: -0.210, -0.414, -0.357, 0.216, 0.434, 0.351, 0.406, 0.278, 0.296

The structure with the greatest stability is one.

--- one ---
The following is a DFT calculation (wB97M-V/def2-TZVPD) of a gas-phase ion, CH5N2O (charge +1).

Structure (XYZ):
```
9
Properties=species:S:1:pos:R:3
O 2.083 0.546 0.108
N 0.755 -1.286 -0.073
N -0.244 1.030 0.041
C 1.072 0.002 -0.067
H -0.231 1.981 -0.267
H -0.659 0.979 0.914
H 1.554 -1.846 0.033
H -0.843 0.611 -0.640
H -0.094 -1.726 -0.116
```

Calculated values
- Lowest unoccupied orbital energy: -0.15480 Eh
- Total charge: +1
- Orbital gap: 12.43 eV
- HOMO energy: -16.64 eV

Electronic structure analysis, Mulliken charges in units of e: -0.326, -0.293, -0.407, 0.561, 0.331, 0.320, 0.262, 0.358, 0.193

--- two ---
The following is a DFT calculation (wB97M-V/def2-TZVPD) of 2 unconnected molecules or ions with the total composition CH5N2O.

Structure (XYZ):
```
9
Properties=species:S:1:pos:R:3
O -0.731 -1.825 -1.038
N 0.665 1.083 1.610
N -1.145 -1.188 -2.339
C -0.442 -0.560 -1.461
H 0.770 0.385 2.329
H -1.027 -1.734 -3.193
H 0.192 0.601 0.872
H 1.574 1.246 1.243
H 0.143 1.991 1.976
```

Calculated values
- Lowest unoccupied orbital energy: -0.15865 Eh
- Total charge: +1
- Orbital gap: 9.91 eV
- HOMO energy: -14.23 eV

Electronic structure analysis, Mulliken charges in units of e: -0.229, -0.456, -0.055, -0.089, 0.398, 0.331, 0.279, 0.386, 0.436

The structure with the greatest stability is one.

--- one ---
The following is a DFT calculation (wB97M-V/def2-TZVPD) of 2 unconnected molecules or ions with the total composition C3H4ClNO2.

Structure (XYZ):
```
11
Properties=species:S:1:pos:R:3
Cl 0.237 -0.753 -2.123
O 1.621 1.851 0.659
O -1.296 1.315 -2.295
N 0.880 1.013 1.122
C 0.236 0.147 1.537
C -0.261 0.903 -2.614
C -0.386 -1.164 1.689
H -0.523 -1.452 0.672
H -1.404 -1.139 2.176
H 0.590 1.171 -3.197
H 0.306 -1.891 2.373
```

Calculated values
- Lowest unoccupied orbital energy: 0.02145 Eh
- Total charge: 0
- Orbital gap: 10.07 eV
- HOMO energy: -9.49 eV

Electronic structure analysis, Mulliken charges in units of e: -0.199, -0.646, -0.333, 0.490, 0.204, 0.208, -0.696, 0.149, 0.258, 0.325, 0.239

--- two ---
The following is a DFT calculation (wB97M-V/def2-TZVPD) of 2 unconnected molecules or ions with the total composition C3H4ClNO2.

Structure (XYZ):
```
11
Properties=species:S:1:pos:R:3
Cl 1.410 2.268 -2.190
O 1.560 -1.146 1.231
O -2.792 -1.072 -0.437
N -1.828 -0.986 0.211
C 0.377 -1.171 1.460
C -0.749 -0.871 0.629
C 0.553 1.282 -1.002
H 0.201 1.803 -0.143
H 0.050 -1.531 2.594
H -0.195 0.801 -1.695
H 1.413 0.622 -0.658
```

Calculated values
- Lowest unoccupied orbital energy: -0.02961 Eh
- Total charge: 0
- Orbital gap: 9.73 eV
- HOMO energy: -10.53 eV

Electronic structure analysis, Mulliken charges in units of e: -0.209, -0.391, -0.599, 0.629, -0.118, 0.289, -0.630, 0.351, 0.221, 0.225, 0.231

--- three ---
The following is a DFT calculation (wB97M-V/def2-TZVPD) of C3H4ClNO2 in the gas phase.

Structure (XYZ):
```
11
Properties=species:S:1:pos:R:3
Cl 0.599 -0.649 1.854
O 0.855 0.927 -2.012
O -1.571 -1.248 -0.682
N 0.124 0.288 -1.035
C -0.734 -0.753 -1.399
C 0.011 0.910 1.313
C -0.237 1.185 0.036
H -0.547 -1.031 -2.498
H 1.796 0.776 -1.833
H -0.109 1.653 2.161
H -0.698 2.144 -0.241
```

Calculated values
- Lowest unoccupied orbital energy: 0.02273 Eh
- Total charge: 0
- Orbital gap: 10.29 eV
- HOMO energy: -9.67 eV

Electronic structure analysis, Mulliken charges in units of e: -0.145, -0.436, -0.494, 0.158, 0.078, -0.136, -0.333, 0.315, 0.345, 0.317, 0.330

The structure with the greatest stability is three.